Formula: C25H45Cl4F18N3O13S
Source: OMol25
Level of theory: ωB97M-V/def2-TZVPD

Bonds (Å) are listed after each position.
Positions of all 109 atoms, in Å:
1 O 1.289 -2.121 -0.194  S55 1.459
2 H -3.782 5.537 0.932  C81 1.093
3 O -4.666 3.217 0.078  C33 1.425, C50 1.315
4 H 0.946 -3.817 -0.522  N19 1.040
5 F 3.781 4.590 -5.093  C26 1.334
6 F -3.324 -1.362 -0.720  C36 1.325
7 C -3.582 -6.697 0.689  C23 1.522, H43 1.089, H44 1.089, H84 1.089
8 H -3.367 2.562 1.556  C33 1.088
9 F -4.581 -2.611 -1.884  C36 1.336
10 F -0.146 0.997 1.347  C93 1.334
11 H -1.123 0.707 5.118  C62 1.095
12 H 5.381 2.408 2.086  C60 1.087
13 F -5.170 -2.195 0.148  C36 1.325
14 C 0.033 -3.226 -4.242  O24 1.214, O49 1.305, C80 1.560
15 O 3.253 1.526 -4.784  C27 1.424, C72 1.324
16 O 0.975 2.307 5.372  C18 1.313, C48 1.431
17 H -1.166 -4.760 2.544  N37 1.018
18 C 2.060 1.608 5.610  O16 1.313, C41 1.532, O42 1.208
19 N 1.170 -4.752 -0.918  H4 1.040, H58 1.027, H63 1.019, H106 1.018
20 C 3.281 2.082 1.810  H31 1.086, C60 1.505, H64 1.083, Cl70 1.824
21 C 0.281 4.806 -0.865  C29 1.518, Cl30 1.796, H74 1.089, H87 1.088
22 H -1.900 -5.803 -0.421  C23 1.091
23 C -2.977 -5.956 -0.495  C7 1.522, H22 1.091, O54 1.427, H76 1.088
24 O -0.063 -3.976 -3.292  C14 1.214
25 F 5.299 3.101 -4.789  C26 1.336
26 C 4.202 3.644 -4.253  F5 1.334, F25 1.336, F38 1.328, C72 1.520
27 C 2.347 0.437 -4.643  O15 1.424, H35 1.093, C46 1.498, H57 1.094
28 H 3.857 -1.033 -4.038  C46 1.090
29 C 1.709 5.215 -1.178  C21 1.518, H51 1.088, H69 1.090, Cl91 1.769
30 Cl -0.596 6.267 -0.298  C21 1.796
31 H 3.411 1.698 0.802  C20 1.086
32 F -0.660 0.007 -0.513  C93 1.334
33 C -3.475 3.377 0.844  O3 1.425, H8 1.088, H59 1.089, C81 1.521
34 Cl 5.170 0.262 2.798  C60 1.789
35 H 2.081 0.113 -5.652  C27 1.093
36 C -4.129 -2.410 -0.643  F6 1.325, F9 1.336, F13 1.325, C99 1.539
37 N -1.356 -3.978 3.168  H17 1.018, H71 1.021, H90 1.022, H102 1.045
38 F 4.496 4.216 -3.092  C26 1.328
39 O 2.007 -1.093 1.888  S55 1.467
40 C -6.015 3.441 -1.871  F45 1.360, C50 1.546, F79 1.347, F107 1.315
41 C 2.751 2.006 6.919  C18 1.532, F73 1.336, F78 1.328, F101 1.317
42 O 2.451 0.722 4.889  C18 1.208
43 H -3.966 -6.001 1.434  C7 1.089
44 H -2.891 -7.408 1.138  C7 1.089
45 F -5.761 2.541 -2.858  C40 1.360
46 C 2.858 -0.679 -3.785  C27 1.498, H28 1.090, H88 1.093, H108 1.090
47 C -1.370 -1.632 -3.213  O49 1.431, H67 1.090, C77 1.512, H97 1.095
48 C 0.185 2.088 4.198  O16 1.431, C62 1.522, H68 1.088, H103 1.088
49 O -0.556 -2.063 -4.309  C14 1.305, C47 1.431
50 C -4.688 3.731 -1.132  O3 1.315, C40 1.546, O100 1.193
51 H 2.355 4.340 -1.150  C29 1.088
52 F 0.483 -4.804 -5.948  C80 1.317
53 H -3.747 4.760 2.537  C81 1.087
54 O -3.669 -4.734 -0.747  C23 1.427, C99 1.306
55 S 0.875 -1.403 1.007  O1 1.459, O39 1.467, C93 1.883, O98 1.455
56 F 2.136 -3.782 -5.010  C80 1.330
57 H 1.359 0.809 -4.352  C27 1.094
58 H 0.571 -4.934 -1.733  N19 1.027
59 H -2.612 3.253 0.192  C33 1.089
60 C 4.552 1.929 2.601  H12 1.087, C20 1.505, Cl34 1.789, H86 1.087
61 H 4.319 -1.976 4.064  N94 1.019
62 C -0.601 0.785 4.159  H11 1.095, C48 1.522, H66 1.091, H104 1.086
63 H 2.148 -4.852 -1.187  N19 1.019
64 H 2.396 1.693 2.299  C20 1.083
65 F 0.815 -2.754 -6.419  C80 1.306
66 H 0.017 -0.110 4.080  C62 1.091
67 H -1.026 -1.965 -2.234  C47 1.090
68 H -0.545 2.893 4.244  C48 1.088
69 H 2.117 5.811 -0.362  C29 1.090
70 Cl 3.103 3.883 1.587  C20 1.824
71 H -2.228 -4.144 3.672  N37 1.021
72 C 3.099 2.619 -4.052  O15 1.324, C26 1.520, O82 1.200
73 F 4.014 2.354 6.662  C41 1.336
74 H -0.243 4.398 -1.728  C21 1.089
75 H 2.904 -1.679 3.142  N94 1.047
76 H -3.099 -6.557 -1.394  C23 1.088
77 C -1.574 -0.138 -3.332  C47 1.512, H83 1.092, H89 1.089, H96 1.090
78 F 2.764 0.949 7.725  C41 1.328
79 F -6.893 2.781 -1.091  C40 1.347
80 C 0.896 -3.649 -5.471  C14 1.560, F52 1.317, F56 1.330, F65 1.306
81 C -3.347 4.730 1.527  H2 1.093, C33 1.521, H53 1.087, H95 1.093
82 O 2.218 2.817 -3.262  C72 1.200
83 H -0.641 0.408 -3.178  C77 1.092
84 H -4.420 -7.239 0.253  C7 1.089
85 F 1.300 0.914 -0.261  C93 1.305
86 H 4.508 2.314 3.616  C60 1.087
87 H 0.185 4.097 -0.045  C21 1.088
88 H 2.190 -1.536 -3.911  C46 1.093
89 H -2.273 0.303 -2.623  C77 1.089
90 H -0.579 -4.094 3.822  N37 1.022
91 Cl 1.745 6.262 -2.604  C29 1.769
92 O -2.542 -3.519 0.773  C99 1.212
93 C 0.334 0.272 0.336  F10 1.334, F32 1.334, S55 1.883, F85 1.305
94 N 3.301 -2.026 4.047  H61 1.019, H75 1.047, H105 1.019, H109 1.022
95 H -2.321 5.104 1.499  C81 1.093
96 H -1.976 0.044 -4.328  C77 1.090
97 H -2.351 -2.099 -3.349  C47 1.095
98 O -0.274 -1.934 1.722  S55 1.455
99 C -3.363 -3.635 -0.111  C36 1.539, O54 1.306, O92 1.212
100 O -3.793 4.288 -1.690  C50 1.193
101 F 2.160 3.028 7.503  C41 1.317
102 H -1.299 -3.052 2.687  N37 1.045
103 H 0.764 2.223 3.287  C48 1.088
104 H -1.387 0.756 3.410  C62 1.086
105 H 3.016 -3.002 3.982  N94 1.019
106 H 0.939 -5.427 -0.192  N19 1.018
107 F -6.471 4.533 -2.445  C40 1.315
108 H 2.846 -0.427 -2.725  C46 1.090
109 H 2.884 -1.516 4.829  N94 1.022

The net charge is +2. For the HOMO-LUMO gap, the calculation gives 6.615 eV. As for the molar mass: 1111.5 g/mol. The energy above the lowest of the compared OMol25 structures with the same formula, charge and spin comes out at 0.0 kJ/mol.